# 1
Below is a structure of composition C32H21IN2O8PtS3, with properties calculated with ωB97M-V/def2-TZVPD.

The geometry in XYZ format:
```
68
Properties=species:S:1:pos:R:3:forces:R:3:lowdin_charge:R:1
Pt -0.953 0.841 -0.520 0.1027 4.2485 -1.2792 1.34
C -1.486 0.111 3.902 0.0657 0.0502 -0.0581 0.00
C -0.114 0.567 3.509 -0.2327 -0.1036 0.2165 -0.26
N 0.846 0.586 4.399 0.1729 0.1640 -0.1520 0.14
C 2.082 1.001 4.027 -0.4682 -0.1699 0.2573 -0.09
C 2.395 1.400 2.763 0.1288 0.2017 -0.0256 -0.14
C 3.834 1.738 2.465 -0.0188 0.1155 -0.0723 -0.18
O 3.986 2.967 1.747 -0.0367 -0.1151 0.0141 -0.07
C 1.371 1.373 1.779 0.0971 0.5107 -0.3424 -0.06
C 1.717 1.758 0.426 0.1643 -0.2174 0.6650 0.00
N 1.151 1.304 -0.627 -1.7019 -0.0737 -0.6063 0.00
C 1.786 1.403 -1.894 -0.0657 -0.0969 -0.2237 -0.27
C 3.179 1.451 -1.983 0.1012 0.0512 0.2464 0.00
C 3.823 1.577 -3.200 -0.0522 0.0693 -0.0449 -0.05
C 3.093 1.610 -4.380 0.0587 0.0084 0.0891 -0.06
C 1.718 1.465 -4.324 0.0726 0.0281 0.0120 -0.14
C 1.089 1.354 -3.095 -0.2893 0.0561 -0.1114 -0.55
I -0.980 1.081 -3.151 -0.1227 -0.0940 0.2710 1.33
C 0.100 0.960 2.153 -0.4554 -0.1203 -0.2172 -0.25
O -0.981 0.940 1.387 0.1933 -0.3333 1.4864 -0.19
H -1.501 -0.125 4.963 0.0134 -0.0021 -0.0130 0.09
H -1.768 -0.770 3.320 0.0172 0.0284 0.0234 0.07
H -2.224 0.884 3.677 0.0035 -0.0022 0.0398 0.09
H 2.831 1.000 4.812 0.0081 -0.0316 -0.0346 0.12
H 4.285 0.934 1.878 0.0531 -0.0193 -0.0786 0.13
H 4.366 1.782 3.414 0.0521 -0.0304 0.0104 0.12
H 4.582 3.547 2.225 -0.0322 0.0251 0.0235 0.10
H 2.572 2.422 0.323 0.1780 -0.2823 -0.0766 0.13
H 3.764 1.375 -1.075 0.0153 0.0432 -0.0570 0.12
H 4.903 1.649 -3.223 -0.0432 -0.0361 0.0095 0.12
H 3.585 1.733 -5.335 0.0010 -0.0687 0.0226 0.11
H 1.134 1.441 -5.235 0.0138 0.0120 0.0091 0.10
O -5.257 5.506 -0.347 -0.1163 0.0709 0.0313 0.16
C -4.470 4.611 -0.277 0.5131 -0.4652 0.0224 -0.24
C -2.935 4.746 -0.203 -0.0306 -1.0626 0.0951 -0.28
O -2.316 5.760 -0.038 0.2434 0.5003 -0.0708 0.12
C -2.408 3.355 -0.328 -3.8131 0.3883 0.1325 -0.32
C -3.471 2.411 -0.321 0.7141 4.2610 0.0682 -0.32
O -3.243 1.185 -0.340 1.8981 -4.0160 -0.1513 -0.09
C -4.797 3.102 -0.287 0.8288 -0.0934 -0.1221 -0.27
O -5.887 2.605 -0.291 -0.4603 -0.1531 0.0063 0.13
O -1.210 3.002 -0.497 2.4248 -1.9266 -0.0612 -0.15
O -0.131 -0.895 -0.806 -0.3890 -1.7523 -0.2134 -0.38
C -0.563 -2.239 -0.584 -0.3254 -0.0371 0.3812 -0.54
C 0.408 -3.055 -1.424 0.1756 0.2715 0.1177 -0.51
C 0.677 -2.864 -2.747 0.0793 -0.1106 -0.1195 -0.13
C 1.653 -3.770 -3.245 -0.0899 0.0730 0.0091 -0.17
C 2.106 -4.620 -2.278 0.0001 -0.0075 -0.0665 -0.41
S 1.361 -4.319 -0.775 0.0227 -0.0714 0.1283 1.08
C -1.992 -2.585 -1.020 0.2426 0.2010 -0.1040 -0.50
C -3.141 -1.869 -0.871 -0.1332 -0.3135 -0.0757 -0.13
C -4.304 -2.584 -1.284 0.0508 0.0911 0.0676 -0.16
C -4.011 -3.838 -1.720 -0.0064 0.0222 0.0121 -0.40
S -2.334 -4.146 -1.657 0.1338 -0.1645 -0.1499 1.06
C -0.403 -2.569 0.902 -0.0730 0.2895 -0.0861 -0.50
C 0.604 -2.123 1.706 0.1556 -0.1128 0.1562 -0.14
C 0.493 -2.587 3.048 0.0918 -0.0442 -0.1091 -0.18
C -0.605 -3.372 3.229 0.0188 -0.0423 -0.0518 -0.40
S -1.507 -3.538 1.787 -0.0578 -0.0529 -0.0411 1.07
H 0.185 -2.099 -3.335 0.0188 -0.0623 0.0042 0.10
H 1.993 -3.797 -4.272 -0.0070 0.0208 0.0567 0.10
H 2.835 -5.410 -2.373 -0.0464 0.0408 -0.0116 0.06
H -3.185 -0.886 -0.460 -0.0950 0.3795 0.1927 0.07
H -5.307 -2.181 -1.239 0.0763 0.0100 -0.0117 0.11
H -4.689 -4.595 -2.083 0.0333 0.0430 0.0156 0.07
H 1.404 -1.491 1.341 -0.0429 -0.0600 0.0135 0.12
H 1.197 -2.347 3.834 -0.0575 0.0054 -0.0357 0.11
H -0.935 -3.867 4.130 0.0285 0.0647 -0.0321 0.07
```
Positions in Å, forces in eV/Å.

Orbital gap (spin up / spin down)   4.8 / 4.9 eV
Molecular weight   979.71 g/mol
ΔE to the lowest compared entry with this formula, charge and spin   31.8 kcal/mol
Total charge   0

# 2
Below is a cluster of 2 separate species, C5H8ClN in total, with properties calculated with ωB97M-V/def2-TZVPD.

The geometry in XYZ format:
```
15
Properties=species:S:1:pos:R:3:forces:R:3:lowdin_charge:R:1
C 1.608 0.361 2.469 0.7013 1.2840 0.9556 -0.08
C -0.795 0.908 -1.571 2.3410 1.6224 -0.8916 -0.12
C 0.238 -1.743 -0.430 -3.1072 -2.7810 1.4597 -0.03
C -0.286 0.648 -0.136 -0.6622 0.7751 2.3250 -0.31
C -0.561 -0.821 0.073 0.6789 -0.2826 0.0906 -0.84
N 2.163 1.274 2.896 -0.2743 -0.5751 -0.4496 0.07
Cl -2.071 -1.279 0.788 -0.2214 0.2353 -0.0115 0.66
H -1.628 0.309 -1.995 0.7150 0.2709 0.6775 0.09
H 0.162 0.882 -2.232 -1.8158 -0.6036 0.7313 0.11
H -1.005 1.971 -1.615 -0.6400 0.2148 -0.2654 0.06
H 0.037 -2.850 -0.477 0.1121 1.4650 0.2213 0.09
H 1.124 -1.403 -0.725 3.6492 1.0967 -1.6229 0.02
H 1.047 -0.473 2.176 -0.4016 -0.7688 -0.4300 0.03
H -0.849 1.222 0.738 0.7941 -0.9053 -2.0970 0.13
H 0.815 0.996 0.041 -1.8690 -1.0478 -0.6930 0.12
```
Positions in Å, forces in eV/Å.

Orbital gap   10.5 eV
Molecular weight   117.58 g/mol
ΔE to the lowest compared entry with this formula, charge and spin   44.4 kcal/mol
SMILES   C=C(Cl)CC.C#N
Total charge   0

# 3
Below is the molecule C11H10N4, with properties calculated with ωB97M-V/def2-TZVPD.

The geometry in XYZ format:
```
25
Properties=species:S:1:pos:R:3:forces:R:3:lowdin_charge:R:1
C -2.844 0.163 -0.251 -0.1947 0.5432 0.1541 -0.15
C 2.460 1.072 -0.275 -0.5091 -0.0312 -0.4465 -0.17
C -0.595 2.730 0.573 2.9828 3.7482 -0.7865 -0.05
C -1.031 1.433 0.924 -1.1984 -2.1171 1.4857 -0.25
C 0.416 1.643 1.007 2.3623 0.6442 -0.2149 -0.12
C -0.599 -1.044 0.223 -1.1356 2.2680 0.3978 -0.06
C 0.872 -0.699 0.298 -0.3445 -1.6020 0.0369 -0.10
C 0.289 -1.706 -0.762 1.3988 0.5022 0.6283 -0.24
C -1.440 0.457 -0.122 2.5960 -3.3911 -0.1210 -0.32
C 1.063 0.756 -0.138 -0.4827 0.8258 1.4753 -0.39
C 0.709 -3.158 -0.708 1.7755 -0.5628 -0.5698 -0.07
N -3.975 -0.006 -0.265 -0.3487 -0.2508 -0.0588 0.19
N 3.554 1.339 -0.434 1.3237 0.2734 0.0032 0.19
N -0.853 0.888 -1.343 -1.8434 0.2013 -1.9725 0.08
N 0.344 1.074 -1.403 1.5575 -0.3895 0.4514 0.12
H -0.313 3.155 -0.440 -1.3138 -0.7964 1.2092 0.14
H -0.690 3.519 1.340 -0.1197 -0.5316 -0.5656 0.12
H -1.509 1.279 1.851 -0.9570 0.1309 0.8604 0.15
H 1.157 1.884 1.875 -2.0142 -0.9328 -1.2961 0.19
H -1.239 -1.521 0.957 0.5668 -0.4212 0.1449 0.14
H 1.568 -1.095 1.144 -1.3948 0.7964 -1.7277 0.19
H 0.261 -1.440 -1.808 -0.1374 0.7830 0.0470 0.13
H 1.315 -3.436 -1.662 -0.7439 0.6474 1.8384 0.12
H -0.157 -3.737 -0.786 -1.5035 -1.1662 -0.1479 0.04
H 1.238 -3.548 0.206 -0.3221 0.8287 -0.8254 0.09
```
Positions in Å, forces in eV/Å.

Orbital gap   9.8 eV
Molecular weight   198.23 g/mol
ΔE to the lowest compared entry with this formula, charge and spin   74.7 kcal/mol
SMILES   C[C@@H]1[C@@H]2[C@H]1[C@]1(C#N)N=N[C@@]2(C#N)[C@H]2C[C@H]21
Total charge   0

# 4
Below is the ion C3H8NO2 with charge +1, with properties calculated with ωB97M-V/def2-TZVPD.

The geometry in XYZ format:
```
14
Properties=species:S:1:pos:R:3:forces:R:3:mulliken_spin:R:1
C 1.810 -0.305 0.328 -3.2618 -1.5977 2.1901 0.01
C 0.254 0.099 0.374 0.6744 2.4646 2.1039 0.89
C -0.835 -0.868 0.284 -1.7559 -1.7807 0.6146 0.01
N -0.006 1.435 -0.349 -1.9585 0.8079 0.9535 -0.02
O 1.561 -0.639 -0.904 2.2514 -1.7088 -4.6429 0.92
O -1.466 -0.617 -0.964 0.4587 0.5039 -0.5605 0.02
H 2.269 0.657 0.359 1.2082 0.7574 0.5682 0.07
H 2.183 -1.207 0.976 -0.4340 2.1781 -0.6660 -0.01
H -1.669 -0.704 1.072 1.5808 -0.4650 -0.6314 0.05
H -0.427 -1.965 0.335 -0.6334 2.0068 0.1484 0.02
H -0.346 2.298 0.282 1.2564 -2.4251 -1.3566 0.02
H -0.828 1.281 -1.012 0.9144 -0.2824 0.7914 0.01
H 0.762 1.731 -0.963 0.0304 -0.0878 0.3522 0.01
H -2.184 -1.215 -1.156 -0.3310 -0.3712 0.1350 0.00
```
Positions in Å, forces in eV/Å.

<S²>   2.010
Orbital gap (spin up / spin down)   9.1 / 8.1 eV
Multiplicity   3
Molecular weight   90.10 g/mol
ΔE to the lowest compared entry with this formula, charge and spin   41.7 kcal/mol
Total charge   +1

# 5
Below is the ion C3H3ClNO with charge +1, with properties calculated with ωB97M-V/def2-TZVPD.

The geometry in XYZ format:
```
9
Properties=species:S:1:pos:R:3:forces:R:3:lowdin_charge:R:1
C -0.322 0.256 0.709 0.9435 -2.2004 -0.1605 -0.16
C 1.016 1.164 0.792 -1.3390 -1.9302 0.2004 0.10
C -0.518 -0.680 -0.420 0.3695 0.6511 -0.1880 -0.69
N 0.011 1.678 0.346 -0.3315 1.4009 -0.2023 0.20
O -0.070 -0.371 -1.581 1.2868 -0.0805 -1.8002 0.08
Cl -1.407 -2.096 -0.365 -0.0297 -0.0551 0.8231 0.92
H -0.740 -0.064 1.692 -0.0250 0.7495 -1.1273 0.15
H 1.997 1.115 1.246 0.0372 0.2116 -0.3611 0.16
H 0.033 -1.002 -2.418 -0.9118 1.2531 2.8159 0.24
```
Positions in Å, forces in eV/Å.

Orbital gap   9.5 eV
Molecular weight   104.52 g/mol
ΔE to the lowest compared entry with this formula, charge and spin   13.9 kcal/mol
Total charge   +1

# 6
Below is a structure of composition C19H16Cl5N2O4S7Zr, with properties calculated with ωB97M-V/def2-TZVPD.

The geometry in XYZ format:
```
54
Properties=species:S:1:pos:R:3:forces:R:3:lowdin_charge:R:1
Zr 0.412 0.173 -0.305 0.5982 0.2840 -0.3803 1.23
Cl 2.249 -3.637 -0.195 0.0113 -0.0169 0.0192 0.63
C 0.867 -3.351 -1.237 0.0345 0.1201 -0.0560 -0.66
C 0.269 -2.097 -1.284 -0.1092 -0.0484 0.2211 -0.28
C -0.858 -2.054 -2.097 0.0724 0.0454 0.0855 -0.68
Cl -1.735 -0.533 -2.123 0.0133 -0.0325 0.0489 0.70
C -1.347 -3.098 -2.862 0.0860 -0.0739 0.0238 -0.71
Cl -2.743 -2.910 -3.848 -0.0967 0.0135 -0.0669 0.68
C -0.676 -4.316 -2.813 -0.0169 0.0196 -0.0057 -0.71
Cl -1.229 -5.646 -3.760 -0.0238 -0.0505 -0.0348 0.65
C 0.434 -4.448 -1.988 -0.0204 0.0672 0.0075 -0.71
Cl 1.245 -5.973 -1.911 0.0143 -0.0138 0.0123 0.64
S 6.236 3.181 -3.809 -0.0196 -0.0428 -0.0032 0.45
C 4.996 2.311 -3.141 0.0150 0.1631 0.0766 -1.53
S 3.400 2.253 -3.779 0.0351 -0.1007 -0.0161 0.89
C 2.700 1.148 -2.619 0.0537 0.0346 0.0335 -1.16
C 3.528 0.752 -1.633 -0.0018 0.0455 -0.0060 -1.17
S 3.104 -0.320 -0.323 -0.1912 -0.0623 -0.0367 0.48
S 5.144 1.405 -1.683 -0.0106 -0.0539 -0.0885 0.87
S 1.022 0.714 -2.808 -0.0558 -0.0961 0.2011 0.49
O -3.276 0.002 1.049 -0.0352 0.0366 0.0832 -0.28
S -1.897 0.240 1.335 0.2726 -0.0905 -0.3667 0.32
O -1.578 0.580 2.716 -0.0651 0.0143 0.0922 -0.34
O -1.271 1.276 0.393 -0.1541 0.1775 0.2194 -0.52
O -1.002 -0.942 0.913 -0.2559 -0.2313 0.0318 -0.52
N 3.363 -0.927 3.703 0.0212 -0.0038 0.0295 0.05
C 2.897 0.486 3.929 -0.0511 -0.0110 -0.0300 -0.09
C 2.194 0.927 2.659 -0.0213 -0.0578 0.0178 -0.27
N 1.152 0.011 2.204 0.0456 -0.0170 -0.1447 -0.12
C 1.453 -1.416 2.307 0.0448 0.0100 0.0251 -0.25
C 2.164 -1.826 3.581 -0.0391 0.0658 -0.0213 -0.09
H 3.991 -1.237 4.439 0.0310 -0.0136 0.0304 0.17
H 3.875 -0.951 2.811 0.0157 -0.0047 -0.0259 0.17
H 3.770 1.105 4.129 0.0078 0.0165 -0.0112 0.13
H 2.252 0.459 4.808 -0.0045 0.0028 -0.0013 0.13
H 2.942 1.028 1.870 0.0419 -0.0063 -0.0431 0.03
H 1.757 1.912 2.787 -0.0259 0.0516 0.0311 0.10
H 0.246 0.233 2.631 -0.0706 -0.0132 0.0590 0.07
H 2.097 -1.718 1.480 0.0092 0.0074 -0.0360 -0.01
H 0.526 -1.970 2.194 -0.0498 -0.0214 0.0355 0.12
H 2.504 -2.858 3.529 0.0088 -0.0058 -0.0236 0.13
H 1.569 -1.671 4.480 -0.0064 -0.0103 0.0171 0.13
S 1.509 2.563 0.096 0.0096 -0.1773 0.0277 0.60
C 0.209 3.704 -0.261 -0.1021 0.0503 -0.0355 -0.66
C -0.599 4.225 0.750 -0.0415 0.0425 -0.0473 -0.13
C -1.600 5.139 0.455 0.0341 -0.0281 0.0526 -0.10
C -1.814 5.547 -0.855 -0.0107 0.0026 -0.0200 -0.12
C -1.018 5.030 -1.867 0.0192 -0.0119 -0.0189 -0.10
C -0.013 4.117 -1.575 -0.0173 0.0295 0.0555 -0.12
H -0.453 3.886 1.768 0.0023 -0.0097 -0.0182 0.10
H -2.224 5.523 1.254 0.0079 -0.0056 -0.0208 0.09
H -2.603 6.253 -1.085 0.0095 -0.0016 -0.0006 0.09
H -1.178 5.332 -2.895 -0.0088 0.0051 0.0127 0.10
H 0.603 3.704 -2.364 -0.0094 0.0072 0.0091 0.07
```
Positions in Å, forces in eV/Å.

Orbital gap   5.1 eV
Molecular weight   829.31 g/mol
ΔE to the lowest compared entry with this formula, charge and spin   35.2 kcal/mol
Total charge   -1

Max |F| in eV/A, matching the order above: 4.4; 4.4; 4.9; 5.4; 3.2; 0.8